# 1
ORCA calculation (the ωB97M-V functional and the def2-TZVPD basis) on one molecule with the formula C3H7PS2 at a distorted geometry.

CARTESIAN COORDINATES (ANGSTROEM)
S -2.21 -0.35 -0.79
S 3.46 0.09 1.06
P -0.25 0.29 0.00
C 1.13 -0.41 -0.96
C 2.40 -0.38 -0.42
C -3.07 0.65 0.48
H -2.50 0.47 1.48
H -0.55 -0.53 1.14
H -4.11 0.18 0.31
H 3.13 -0.85 -1.07
H 4.58 -0.28 0.55
H -3.04 1.73 0.26
H 1.02 -0.61 -2.03

Its net charge is 0. The SMILES is CSP/C=C\S. The value obtained for the total energy is -1256.144956 hartree. The spin multiplicity is 1.



# 2
ORCA calculation (the ωB97M-V functional and the def2-TZVPD basis) on one molecule with the formula C3H8 at a distorted geometry.

CARTESIAN COORDINATES (ANGSTROEM)
C 0.74 1.04 -0.34
C -0.50 0.17 -0.15
C -0.29 -1.21 0.44
H -1.19 -1.66 0.84
H 1.60 0.41 -0.16
H 0.83 1.52 -1.31
H 0.48 -1.10 1.24
H 0.75 1.86 0.39
H -1.19 0.11 -1.04
H -1.27 0.62 0.49
H 0.26 -1.85 -0.27

Its net charge is 0. The SMILES is CCC. The value obtained for the total energy is -119.081493 hartree. The spin multiplicity is 1.



Let's list energy relative to the best compared isomer or geometry (same formula, charge and spin) in order: 34.6 8.8 kcal/mol.